{
  "formula": "C3H7NO7Tl",
  "method": "wB97M-V/def2-TZVPD",
  "elements": ["Tl", "N", "O", "O", "O", "O", "H", "C", "O", "C", "O", "O", "C", "H", "H", "H", "H", "H", "H"],
  "positions_angstrom": [[-0.71137, -1.50539, -2.92147], [-2.27815, 1.46461, -1.79583], [-2.93580, 0.81534, -2.61602], [-2.68610, 2.26053, -0.99661], [-1.03349, 1.22292, -1.86542], [1.30125, -1.91708, -4.77564], [1.47960, -1.80756, -5.72873], [2.49867, -0.15366, 2.35360], [1.93878, -0.64382, 1.12170], [0.69380, -0.37126, 0.78421], [0.22447, -0.77993, -0.24985], [0.04843, 0.22521, 1.76709], [-1.36644, 0.30817, 1.74553], [2.90306, 0.84602, 2.18182], [3.39343, -0.75816, 2.47956], [1.82613, -0.13894, 3.20229], [-1.77350, 0.94990, 2.52449], [-1.83185, -0.64032, 2.02952], [-1.69094, 0.62342, 0.75977]],
  "nbo_charge": [1.174, 0.695, -0.309, -0.223, -0.259, -0.566, 0.466, -0.266, -0.479, 1.027, -0.723, -0.499, -0.259, 0.197, 0.214, 0.212, 0.223, 0.196, 0.181],
  "relative_energy_ev": 0.0000,
  "orbital_gap_ev": 3.123,
  "charge": 1,
  "e_tot_ha": -871.7794
}


{
  "formula": "C3H7NOP",
  "method": "wB97M-V/def2-TZVPD",
  "elements": ["C", "C", "C", "N", "O", "P", "H", "H", "H", "H", "H", "H", "H"],
  "positions_angstrom": [[-2.67694, 0.75135, 0.28944], [-2.25813, -2.21812, 0.65817], [-3.14578, -1.43321, 1.30459], [0.15108, 1.74890, -1.87444], [-3.35181, -0.06995, 1.03908], [-1.24142, 0.61303, -0.71223], [-3.03354, 1.75382, 0.48843], [-1.58084, -1.86583, -0.08052], [-2.12775, -3.26815, 0.89608], [-3.93353, -1.74417, 1.92940], [0.41126, 0.70000, -1.90091], [1.04780, 2.16289, -1.67663], [-0.29282, 2.03085, -2.68081]],
  "nbo_charge": [-0.111, -0.413, 0.118, -0.942, -0.418, 0.587, 0.231, 0.198, 0.253, 0.230, 0.419, 0.433, 0.415],
  "relative_energy_ev": 2.7241,
  "smiles": "C=CO/C=P/[NH3+]",
  "orbital_gap_ev": 7.452,
  "charge": 1,
  "e_tot_ha": -589.4368
}


{
  "formula": "C3H7NOP2",
  "method": "wB97M-V/def2-TZVPD",
  "elements": ["C", "C", "C", "N", "O", "P", "P", "H", "H", "H", "H", "H", "H", "H"],
  "positions_angstrom": [[1.23193, -0.97948, -0.74891], [1.77520, 0.42099, -0.49664], [1.10892, 1.10756, 0.71333], [-1.83575, 0.24639, 0.29034], [0.84333, 0.10777, -1.49921], [-0.91831, 1.21594, -0.41480], [-3.21093, -0.68591, -0.15176], [1.90188, -1.67538, -1.23057], [0.50454, -1.39333, 0.13543], [2.85748, 0.76271, -0.72131], [1.46291, 2.13254, 0.96789], [0.89049, 0.30530, 1.51522], [-2.78633, -1.60447, 0.82608], [-3.82534, 0.03937, 0.81491]],
  "nbo_charge": [-0.116, 0.018, -0.702, -1.334, -0.508, 1.140, 0.542, 0.196, 0.197, 0.205, 0.222, 0.225, -0.045, -0.041],
  "relative_energy_ev": 3.3868,
  "orbital_gap_ev": 8.047,
  "e_tot_ha": -931.0411
}


{
  "formula": "C3H7NOP2",
  "method": "wB97M-V/def2-TZVPD",
  "elements": ["C", "C", "C", "N", "O", "P", "P", "H", "H", "H", "H", "H", "H", "H"],
  "positions_angstrom": [[1.09437, -0.37156, -0.70565], [1.34541, -0.99707, 0.67442], [2.39444, -0.63340, 1.32479], [-2.80587, 0.49679, -1.05314], [-0.23509, 0.15964, -0.78416], [-1.66364, -0.47267, -1.38061], [-3.27585, 1.99853, -0.42010], [1.94180, 0.42300, -0.84033], [1.18289, -1.14412, -1.43666], [0.41693, -1.48030, 0.94831], [2.82484, -1.17612, 2.15477], [3.13922, -0.06149, 0.73821], [-4.20364, 1.18113, 0.26656], [-2.15580, 2.07763, 0.51359]],
  "nbo_charge": [-0.083, -0.191, -0.386, -1.304, -0.846, 1.350, 0.559, 0.188, 0.179, 0.206, 0.208, 0.185, -0.019, -0.047],
  "relative_energy_ev": 0.7623,
  "smiles": "C=CCO/P=N\\P",
  "orbital_gap_ev": 9.206,
  "e_tot_ha": -931.1375
}


{
  "formula": "C3H7NOS",
  "method": "wB97M-V/def2-TZVPD",
  "elements": ["C", "C", "C", "N", "O", "S", "H", "H", "H", "H", "H", "H", "H"],
  "positions_angstrom": [[0.22239, 1.21767, 0.31488], [0.61284, -0.16143, -0.03646], [0.17783, -1.28647, 0.58971], [-1.97328, -0.77053, -0.47363], [0.35372, -2.57477, 0.12295], [-3.04160, 0.16593, 0.23788], [1.21820, 1.74317, 0.50389], [-0.28769, 1.09851, 1.14922], [1.18199, -0.19186, -0.87772], [-0.35682, -1.12927, 1.42190], [-1.23039, -0.32126, -1.00183], [1.02456, -2.42266, -0.57862], [-0.27468, 1.63520, -0.44173]],
  "nbo_charge": [-0.610, -0.307, 0.180, -0.707, -0.654, 0.300, 0.214, 0.204, 0.181, 0.174, 0.346, 0.472, 0.208],
  "relative_energy_ev": 4.7528,
  "smiles": "C/C=C/O.N=S",
  "orbital_gap_ev": [7.188, 7.201],
  "e_tot_ha": -646.5373
}


{
  "formula": "C3H7NOS",
  "method": "wB97M-V/def2-TZVPD",
  "elements": ["C", "C", "C", "N", "O", "S", "H", "H", "H", "H", "H", "H", "H"],
  "positions_angstrom": [[1.56645, -0.29692, -0.80662], [-0.26333, -0.96610, 0.45325], [0.15855, 1.57378, 0.27010], [0.39300, 0.18987, -0.05891], [3.79085, 0.14316, -2.06092], [2.61585, 0.81527, -1.41527], [1.67339, -1.29847, -0.92074], [0.36421, -1.53812, 1.14750], [-1.17126, -0.70180, 0.99594], [-0.51558, -1.54878, -0.47389], [0.74539, 1.70892, 1.20552], [0.48091, 2.36254, -0.48289], [-0.95961, 1.65078, 0.62731]],
  "nbo_charge": [-0.267, -0.402, -0.427, -0.421, -0.943, 1.000, 0.217, 0.190, 0.209, 0.202, 0.195, 0.232, 0.215],
  "relative_energy_ev": 3.2169,
  "orbital_gap_ev": 8.213,
  "e_tot_ha": -646.5938
}


{
  "formula": "C3H7NOS",
  "method": "wB97M-V/def2-TZVPD",
  "elements": ["C", "C", "C", "N", "O", "S", "H", "H", "H", "H", "H", "H", "H"],
  "positions_angstrom": [[0.31838, -1.67904, -2.43804], [0.26886, 1.44267, -0.01085], [-0.84923, 0.78655, 0.77778], [-0.21104, -0.97490, -1.71501], [0.82503, -1.11387, 1.82444], [-0.58050, -1.00850, 0.95168], [0.87204, -2.47043, -2.77517], [0.73540, -1.99724, 2.12397], [-0.10681, 2.42457, -0.28367], [1.23538, 1.52117, 0.42038], [0.29450, 0.98255, -0.99600], [-1.86674, 0.73418, 0.39208], [-0.93526, 1.35229, 1.72841]],
  "nbo_charge": [0.080, -0.640, -0.543, -0.333, -0.848, 0.482, 0.216, 0.475, 0.205, 0.221, 0.236, 0.233, 0.217],
  "relative_energy_ev": 3.2274,
  "smiles": "CCSO.C#N",
  "orbital_gap_ev": 8.239,
  "e_tot_ha": -646.5934
}


{
  "formula": "C3H7NOS",
  "method": "wB97M-V/def2-TZVPD",
  "elements": ["C", "C", "C", "H", "H", "H", "H", "H", "H", "H", "N", "O", "S"],
  "positions_angstrom": [[1.84448, 0.55088, 0.85840], [1.06960, 0.04138, -0.37935], [-0.38982, 0.57054, -0.25817], [2.85052, 0.16563, 0.77328], [1.70504, 1.61187, 0.99793], [1.38627, 0.07744, 1.73755], [1.37786, 0.62607, -1.26960], [0.70346, -1.81234, -1.27570], [1.21113, -1.93040, 0.28142], [-0.85036, -1.64095, 0.43392], [1.27100, -1.37701, -0.58179], [-0.63929, 1.72683, -0.50444], [-1.70701, -0.51560, 0.31899]],
  "nbo_charge": [-0.606, -0.148, 0.425, 0.227, 0.236, 0.201, 0.220, 0.374, 0.360, 0.133, -0.828, -0.555, -0.039],
  "relative_energy_ev": 0.7759,
  "smiles": "C[C@@H](N)C(=O)S",
  "orbital_gap_ev": 9.915,
  "e_tot_ha": -646.6835
}


{
  "formula": "C3H7NOS2",
  "method": "wB97M-V/def2-TZVPD",
  "elements": ["S", "S", "C", "C", "N", "C", "O", "H", "H", "H", "H", "H", "H", "H"],
  "positions_angstrom": [[-0.26262, -3.66995, -0.26134], [-0.88036, -2.16617, 0.79949], [-0.76794, -0.67797, 0.03935], [0.59300, 0.17685, 0.08260], [0.41983, 1.50983, 0.59824], [0.06708, 2.51568, -0.34680], [-0.49121, 3.52476, -0.20305], [1.04096, -3.88863, -0.40439], [-1.12552, -0.70856, -0.99841], [-1.61469, -0.07840, 0.48097], [1.25813, -0.05771, -0.88159], [1.25859, -0.34257, 0.81473], [-0.00062, 1.56750, 1.56459], [0.50538, 2.29533, -1.28436]],
  "nbo_charge": [-0.152, 0.195, -0.671, -0.245, -0.653, 0.548, -0.550, 0.113, 0.235, 0.251, 0.229, 0.208, 0.400, 0.092],
  "relative_energy_ev": 2.0389,
  "smiles": "O=CNCCSS",
  "orbital_gap_ev": 9.508,
  "e_tot_ha": -1044.8274
}


{
  "formula": "C3H7NOS2",
  "method": "wB97M-V/def2-TZVPD",
  "elements": ["C", "C", "C", "H", "H", "H", "H", "H", "H", "H", "N", "O", "S", "S"],
  "positions_angstrom": [[2.02628, 0.37821, 0.80653], [1.52175, 0.15100, -0.69594], [-1.19602, -0.17058, -0.40021], [2.78679, 1.16363, 0.77642], [1.20102, 0.70560, 1.45463], [2.41585, -0.60500, 1.27500], [1.12315, 1.03087, -1.19044], [2.26962, -0.14727, -1.36993], [-2.19460, -1.89157, 0.28328], [-3.18238, 0.50370, 0.20102], [-2.17485, -0.96197, -0.04492], [-3.33997, -0.44232, 0.28469], [0.22365, -1.14486, -0.77119], [-1.48029, 1.43057, -0.60894]],
  "nbo_charge": [-0.619, -0.512, -0.128, 0.216, 0.221, 0.215, 0.247, 0.221, 0.405, 0.477, -0.254, -0.536, 0.248, -0.199],
  "relative_energy_ev": 2.5641,
  "smiles": "CCSC(=S)NO",
  "orbital_gap_ev": 9.590,
  "e_tot_ha": -1044.8081
}


{
  "formula": "C3H7NOSi",
  "method": "wB97M-V/def2-TZVPD",
  "elements": ["C", "C", "C", "N", "O", "Si", "H", "H", "H", "H", "H", "H", "H"],
  "positions_angstrom": [[-0.49481, -2.87160, 1.32524], [0.24407, -1.82913, 0.91238], [-0.21066, -0.57742, 0.35457], [0.67695, 0.33652, 0.18739], [0.01530, 1.48524, -0.28754], [0.79157, 2.62253, -1.23845], [-0.11472, -3.78638, 1.67169], [-1.52491, -2.79942, 1.16568], [1.35838, -1.68939, 1.22773], [-1.15719, -0.41869, 0.00146], [1.92117, 1.90057, -1.88650], [1.12083, 3.84282, -0.40484], [-0.29477, 2.69728, -2.05621]],
  "nbo_charge": [-0.357, -0.225, 0.006, -0.091, -0.759, 1.210, 0.206, 0.186, 0.218, 0.187, -0.186, -0.185, -0.210],
  "relative_energy_ev": 2.8296,
  "smiles": "C=C/C=N/O[SiH3]",
  "orbital_gap_ev": 9.733,
  "e_tot_ha": -537.8933
}


{
  "formula": "C3H7NOSn",
  "method": "wB97M-V/def2-TZVPD",
  "elements": ["Sn", "C", "C", "O", "N", "C", "H", "H", "H", "H", "H", "H", "H"],
  "positions_angstrom": [[2.19429, 3.54993, -1.94442], [-1.04705, 0.88790, -0.19318], [0.40245, 0.49765, -0.24279], [1.24899, 1.23082, -0.85186], [0.80445, -0.62463, 0.31297], [-0.11044, -1.69180, 0.73841], [-1.29984, 1.09482, 0.84781], [-1.64592, 0.04957, -0.54456], [-1.21187, 1.75339, -0.82511], [1.78189, -0.85641, 0.19154], [-0.90460, -1.78420, -0.00008], [-0.54663, -1.42794, 1.70058], [0.33427, -2.67910, 0.81068]],
  "nbo_charge": [1.847, -0.706, 0.716, -0.846, -0.503, -0.434, 0.275, 0.270, 0.234, 0.431, 0.221, 0.235, 0.261],
  "relative_energy_ev": 0.8851,
  "orbital_gap_ev": 5.495,
  "charge": 2,
  "e_tot_ha": -462.0756
}